19
Properties=species:S:1:pos:R:3:forces:R:3 method="wB97M-V/def2-TZVPD" de_lowest_kcal_mol=72.1 total_energy_ev=-10842.086 gap_ev=9.08
C 1.6218 -0.5154 1.3131 -0.01 0.02 -0.01
C -0.3032 0.7132 0.1768 0.45 1.72 -0.16
C 0.2376 0.0515 1.4390 -0.09 -0.49 -0.06
N -1.5400 1.3678 0.3316 0.20 -0.47 -0.12
N -0.5101 0.0329 2.4620 -0.05 -0.05 -0.15
O 0.5725 1.2662 -0.6074 -0.59 -0.70 0.65
H -1.5305 2.3109 -0.0279 0.04 -0.12 0.01
H -1.9303 1.2625 1.2598 0.04 0.03 -0.09
H -0.0853 -0.4544 3.2511 0.12 0.12 -0.10
H 1.9125 -1.0562 2.2136 -0.05 0.04 -0.01
H 1.6771 -1.1897 0.4559 -0.01 0.02 0.00
H 2.3295 0.2930 1.1211 -0.04 -0.05 0.01
C -0.8054 -0.8987 -1.8896 -0.04 0.78 1.21
N 0.1443 -0.2001 -2.5612 0.77 0.92 0.48
H 0.9867 -0.7546 -2.6981 -0.13 0.03 0.00
H 0.4434 0.6950 -1.8317 -0.44 -0.92 -1.01
H -1.8040 -0.4669 -1.9244 -0.13 -0.12 -0.14
H -0.7694 -1.9883 -1.9206 0.04 0.14 0.27
H -0.6471 -0.4688 -0.5631 -0.08 -0.91 -0.76